(1)
{"formula": "C4H9N2O", "method": "ωB97M-V/def2-TZVPD", "charge": 1, "homo_lumo_gap_ev": 10.4, "e_lumo_ev": -3.30, "molar_mass_da": 101.13, "e_homo_ev": -13.68, "smiles": "C[NH2+][C@H]1C=CON1", "elements": ["O", "N", "N", "C", "C", "C", "C", "H", "H", "H", "H", "H", "H", "H", "H", "H"], "positions_angstrom": [[1.59351, 0.60243, -0.75381], [-1.35048, 0.31774, 0.22665], [0.74336, 1.29053, 0.14735], [-1.28839, -0.31814, -1.14788], [1.80116, -0.63143, -0.19441], [1.00716, -0.95382, 0.83168], [0.00966, 0.38731, 0.96303], [-0.91951, -1.33913, -0.99366], [-1.53931, 1.30360, 0.26943], [-0.49045, 0.20350, -1.70077], [1.06024, -1.84433, 1.48418], [-2.22745, -0.14353, 0.62508], [-2.20831, -0.27607, -1.66290], [0.00248, 0.57549, 2.08636], [2.59068, -1.19433, -0.70668], [1.21565, 2.02016, 0.52637]]}

---

(2)
{"formula": "C4H9N2O", "method": "ωB97M-V/def2-TZVPD", "charge": 1, "homo_lumo_gap_ev": 9.9, "e_lumo_ev": -3.90, "molar_mass_da": 101.13, "e_homo_ev": -13.77, "smiles": "NC(=O)[C@@H]1C[C@H]1[NH3+]", "elements": ["O", "N", "N", "C", "C", "C", "C", "H", "H", "H", "H", "H", "H", "H", "H", "H"], "positions_angstrom": [[2.01907, 1.43017, 0.16547], [-2.15907, 0.74118, 0.47599], [2.68165, -0.76660, 0.19177], [1.79186, 0.26287, 0.25029], [-0.82207, 0.67840, -0.15391], [0.23043, -0.37518, 0.39439], [-0.55238, -0.60931, -0.90061], [-0.16331, 1.55209, -0.45641], [-2.26984, 1.61392, 1.03772], [2.16127, -1.52626, -0.22925], [3.72143, -0.65146, -0.17601], [-2.95058, 0.81975, -0.22213], [-0.10082, -0.76248, -1.85401], [-1.29994, -1.29731, -0.81786], [-2.37012, -0.09397, 1.07368], [0.08243, -1.01580, 1.22088]]}

---

(3)
{"formula": "C4H9N2O2", "method": "ωB97M-V/def2-TZVPD", "charge": -1, "homo_lumo_gap_ev": 7.5, "e_lumo_ev": 3.63, "molar_mass_da": 117.13, "e_homo_ev": -3.89, "smiles": "CNCCNC(=O)[O-]", "elements": ["O", "O", "N", "N", "C", "C", "C", "C", "H", "H", "H", "H", "H", "H", "H", "H", "H"], "positions_angstrom": [[2.20990, 1.45771, -2.65034], [2.50379, -0.74670, -2.04806], [0.41812, 0.36423, -1.69681], [-1.22554, -0.10710, 1.10967], [-0.15283, -0.78182, -1.01476], [0.03593, -0.78622, 0.51409], [-0.96639, 0.67188, 2.33096], [1.75580, 0.35459, -2.24694], [-0.85720, 0.18332, 3.33255], [0.02742, -1.69976, 1.17348], [-2.00790, 1.13560, 2.41604], [0.94834, -0.18711, 0.69789], [-1.42164, 0.58180, 0.43311], [0.41008, -1.75206, -1.35252], [-1.23053, -1.00138, -1.14915], [-0.17005, 1.40124, 2.38745], [-0.27730, 0.91177, -2.23666]]}